Record 1
{"formula": "C6H11N", "method": "ωB97M-V/def2-TZVPD", "elements": ["C", "C", "C", "C", "C", "C", "N", "H", "H", "H", "H", "H", "H", "H", "H", "H", "H", "H"], "xyz": [[-0.793, -2.018, -0.572], [-0.303, -0.764, -1.237], [0.186, 0.261, -0.262], [-0.400, 1.471, -0.131], [-0.091, 2.331, 0.995], [1.003, 3.100, 1.130], [0.179, -2.540, 0.404], [-1.701, -1.889, 0.024], [-1.105, -2.780, -1.320], [0.451, -1.060, -1.987], [-1.047, -0.255, -1.857], [0.798, -0.029, 0.593], [-1.153, 1.699, -0.889], [-0.451, 1.984, 1.969], [1.820, 3.089, 0.413], [1.297, 3.380, 2.133], [1.133, -2.433, 0.064], [0.176, -3.546, 0.529]], "forces_ev_per_angstrom": [[-0.99, -1.61, 0.54], [0.59, 0.53, -0.84], [-0.95, 1.06, 1.11], [0.22, -1.65, -1.46], [1.77, 0.16, 1.37], [0.07, -1.38, 0.15], [1.23, -0.19, -0.24], [-0.08, 0.58, -0.20], [0.46, 0.41, 0.06], [0.21, 0.10, 0.42], [-0.34, -0.39, 0.17], [0.32, -0.21, -0.51], [0.02, 0.42, 0.30], [-0.95, 0.62, -0.29], [-0.49, 0.65, -0.45], [-0.15, 0.41, 0.00], [-0.08, 0.50, -0.11], [-0.84, -0.01, -0.02]], "nbo_charge": [-0.210, -0.452, -0.165, -0.235, -0.222, -0.366, -0.841, 0.186, 0.172, 0.206, 0.217, 0.208, 0.202, 0.210, 0.195, 0.191, 0.343, 0.361], "total_energy_ha": -289.8889, "e_above_lowest_kcal_mol": 51.9, "smiles": "C=C/C=C/CCN", "homo_lumo_gap_ev": 10.353, "lumo_ev": 1.13}

=====

Record 2
{"formula": "C4H22O7", "method": "ωB97M-V/def2-TZVPD", "elements": ["C", "O", "H", "H", "H", "H", "C", "O", "H", "H", "H", "H", "C", "O", "H", "H", "H", "H", "C", "O", "H", "H", "H", "H", "O", "H", "H", "O", "H", "H", "O", "H", "H"], "xyz": [[0.432, 2.407, -1.503], [1.361, 1.377, -1.129], [-0.420, 1.870, -1.919], [0.209, 3.171, -0.758], [0.862, 3.091, -2.235], [0.954, 0.782, -0.495], [0.834, -1.111, -2.508], [0.118, -1.802, -1.473], [0.727, -0.039, -2.345], [1.915, -1.247, -2.504], [0.518, -1.377, -3.517], [-0.486, -2.404, -1.915], [-0.844, 2.102, 1.724], [-0.407, 1.541, 0.519], [-0.350, 1.683, 2.600], [-0.715, 3.179, 1.840], [-1.916, 1.908, 1.698], [-0.581, 0.597, 0.540], [0.674, -0.651, 1.887], [-0.103, -1.131, 2.995], [0.624, 0.430, 1.754], [1.738, -0.814, 2.061], [0.252, -1.028, 0.955], [0.092, -0.544, 3.728], [0.016, 0.065, -0.288], [0.327, -0.565, -0.938], [-0.662, -0.405, 0.198], [0.461, -2.815, 0.250], [0.028, -2.337, 0.957], [0.535, -2.178, -0.461], [-1.745, -1.142, 0.292], [-2.660, -0.958, 0.506], [-1.785, -1.654, -0.515]], "forces_ev_per_angstrom": [[1.48, -0.11, -0.58], [3.57, 4.58, -2.98], [-0.62, 0.75, 0.06], [-0.44, -0.68, 0.53], [0.47, -0.70, -0.86], [0.91, 1.70, 0.65], [0.92, 0.81, -2.26], [-1.54, 0.00, -9.62], [-0.07, 0.01, -0.45], [-0.05, -0.63, 0.62], [-0.37, -0.14, 0.22], [0.18, -0.64, 0.18], [-1.20, 0.81, 0.07], [-3.24, 8.76, 6.65], [-0.19, -0.24, 0.24], [0.18, 0.19, -0.57], [-0.36, 0.21, 1.09], [-1.79, 4.79, 3.33], [0.42, 0.70, 1.66], [0.07, 0.29, -0.21], [0.08, -0.37, 0.70], [0.08, -0.77, -0.45], [1.95, -0.17, 2.94], [-0.10, -0.13, 0.21], [3.32, -9.66, -8.76], [-0.84, 0.88, 1.18], [-1.01, -2.05, -1.16], [0.34, -3.84, 4.25], [0.10, -1.40, 0.44], [1.39, -1.22, 1.81], [-3.39, -1.72, 0.73], [-0.32, 0.21, 0.46], [0.08, -0.20, -0.11]], "nbo_charge": [-0.235, -0.792, 0.146, 0.173, 0.158, 0.470, -0.344, -0.710, 0.252, 0.214, 0.200, 0.525, -0.266, -0.733, 0.144, 0.175, 0.153, 0.469, -0.272, -0.743, 0.181, 0.174, 0.154, 0.467, -0.931, 0.489, 0.464, -0.986, 0.454, 0.434, -0.891, 0.513, 0.496], "total_energy_ha": -691.6884, "e_above_lowest_kcal_mol": 378.3, "homo_lumo_gap_ev": 8.446, "lumo_ev": -0.38}

=====

Record 3
{"formula": "C3H4Br2S2", "method": "ωB97M-V/def2-TZVPD", "elements": ["C", "C", "C", "S", "S", "Br", "Br", "H", "H", "H", "H"], "xyz": [[0.506, -1.405, -1.959], [0.675, -0.332, -1.223], [-0.735, 1.048, 1.908], [1.337, -0.573, 0.671], [-0.350, -0.642, 1.734], [-0.001, -1.176, -3.848], [0.198, 1.437, -1.521], [0.808, -2.425, -1.606], [-1.854, 1.054, 1.860], [-0.293, 1.573, 1.053], [-0.291, 1.442, 2.933]], "forces_ev_per_angstrom": [[0.47, -0.50, -1.22], [0.59, -0.38, 3.34], [-0.14, 1.68, 1.94], [-0.14, -0.14, -2.69], [0.14, -1.65, -0.16], [0.21, -0.49, 1.35], [0.03, 0.10, -0.64], [-0.48, 1.15, -0.63], [0.96, 0.61, 0.28], [-0.43, 0.13, 0.57], [-1.20, -0.51, -2.16]], "nbo_charge": [-0.300, -0.263, -0.805, 0.077, 0.151, 0.031, 0.132, 0.263, 0.236, 0.248, 0.228], "total_energy_ha": -6061.0565, "smiles": "CSS/C(Br)=C/Br", "homo_lumo_gap_ev": 9.357, "lumo_ev": 0.31}

=====

Highest occupied orbital energy for the records above, in order: -0.339, -0.324, -0.332 Eh